1.
6
Properties=species:S:1:pos:R:3:forces:R:3:lowdin_charge:R:1 method="wB97M-V/def2-TZVPD" smiles="O=c1c([O-])c1Cl" de_lowest_ev=1.450 e_tot_ev=-19727.653 e_homo_ev=-4.0 charge=-1 e_lumo_ev=3.6
C -0.78915 -0.56060 -0.04319 2.96 -2.00 0.60 -0.338
C 0.68351 -0.20412 0.06814 -0.86 -1.64 -0.95 -0.445
C -0.23513 0.78524 -0.06173 -1.12 2.38 0.98 -0.526
O -1.57639 -1.48914 -0.00487 -0.21 0.87 -0.27 -0.018
O -0.57639 1.96721 0.01279 0.27 0.17 -0.56 -0.064
Cl 2.49355 -0.49860 0.02886 -1.04 0.22 0.19 0.392


2.
8
Properties=species:S:1:pos:R:3:forces:R:3:lowdin_spin:R:1 method="wB97M-V/def2-TZVPD" spin_multiplicity=2 e_tot_ev=-56607.551 e_homo_ev="-3.7 / -5.2" charge=-1 s_squared=0.752 e_lumo_ev="3.6 / 2.0"
C -1.02111 0.32895 1.47990 0.42 0.00 -1.23 0.043
C -0.41551 0.65577 0.47758 -0.08 -0.43 0.23 0.038
O 0.07142 0.87447 -0.68484 -0.23 0.30 -0.08 0.017
F -1.42544 0.31372 2.71763 -0.16 0.03 0.60 0.006
Cu -2.26306 -2.21989 -0.24196 0.13 0.24 0.14 0.888
O 1.93190 -0.53086 -0.28050 -0.50 0.34 0.18 0.005
C 1.43860 0.15063 -1.15563 1.12 -0.86 -0.34 0.003
O 1.68320 0.42722 -2.31219 -0.69 0.38 0.51 0.001


3.
10
Properties=species:S:1:pos:R:3:forces:R:3:lowdin_charge:R:1 method="wB97M-V/def2-TZVPD" de_lowest_ev=3.096 e_tot_ev=-42990.537 e_homo_ev="-9.5 / -8.2" charge=0 e_lumo_ev="-1.4 / -3.3"
C -0.63565 -0.56820 0.25653 -3.01 1.86 1.56 -0.109
C 0.07580 -0.86869 -0.79205 1.85 -2.18 -1.37 -0.388
C 0.84250 2.21335 1.28238 -0.69 0.15 0.56 -2.004
O -1.52885 -0.10089 0.85751 1.02 -1.05 -0.08 0.094
F 0.89099 0.04682 -1.29959 0.18 -0.55 -0.23 0.054
F 0.43861 -2.17870 -0.99066 -0.16 1.66 -0.12 0.078
I -2.54885 -0.18258 -3.20823 0.10 -0.02 0.12 0.085
I -0.85054 2.56491 2.50905 0.73 0.07 -0.40 0.721
I 2.52946 1.47167 2.20729 -0.08 0.04 -0.16 0.717
I 0.97335 3.26351 -0.48065 0.06 0.03 0.11 0.752


4.
7
Properties=species:S:1:pos:R:3:forces:R:3:lowdin_charge:R:1 method="wB97M-V/def2-TZVPD" smiles=FC#CF.N#CF de_lowest_ev=4.017 e_tot_ev=-12747.373 e_homo_ev=-10.2 charge=0 e_lumo_ev=-0.2
C 0.53969 -1.19864 0.94985 0.54 -1.17 2.40 -0.094
C -1.29255 1.35549 -0.82430 -0.39 0.02 -0.07 -0.329
C 1.50673 -0.88178 0.26950 -1.22 0.79 -1.32 -0.126
N -0.19199 1.48194 -0.57019 1.27 0.34 0.32 0.193
F 0.15000 -1.71936 2.08899 -0.20 0.39 -0.98 0.075
F -2.50421 1.22795 -1.09211 -1.08 -0.15 -0.26 0.209
F 1.79233 -0.26560 -0.82174 1.08 -0.22 -0.10 0.072


5.
22
Properties=species:S:1:pos:R:3:forces:R:3:lowdin_charge:R:1 method="wB97M-V/def2-TZVPD" e_tot_ev=-95747.998 e_homo_ev=-3.6 charge=-1 e_lumo_ev=2.5
C 2.26108 1.00832 0.24975 -0.27 -0.15 -0.27 -0.107
C 2.63844 -0.48391 0.18145 0.40 -0.06 0.29 -0.139
B 1.38898 -1.44215 0.11594 0.02 -0.08 0.04 -0.673
O 0.94459 -2.09318 1.27138 -0.18 0.10 -0.31 0.128
O 0.72900 -1.69211 -1.07697 0.04 0.46 0.04 -0.123
S -0.88453 -1.29735 -1.20443 -0.15 -0.81 0.34 0.924
O -1.09437 -1.10665 -2.60192 0.46 -0.25 0.00 -0.450
O -0.65272 0.09297 -0.38927 0.01 0.24 -0.02 -0.239
B -1.79365 0.82876 0.07310 -0.47 0.10 -0.77 -0.944
C -3.07384 0.11081 0.64286 -0.01 0.27 0.06 -0.018
O -1.67756 2.16945 0.27572 0.65 -0.30 1.10 0.077
H 3.15034 1.63881 0.29796 -0.02 -0.02 0.10 0.067
H 1.62443 1.20404 1.11502 0.09 0.07 0.01 0.077
H 1.68952 1.28913 -0.63641 0.03 0.04 0.03 0.077
H 3.19707 -0.73110 1.09273 0.04 0.00 -0.06 0.092
H 3.32859 -0.63436 -0.65429 -0.17 -0.06 -0.10 0.100
H 1.47653 -2.85741 1.49144 0.11 -0.03 0.25 0.094
H -3.00358 0.10784 1.73783 0.04 -0.10 -0.03 0.064
H -3.23056 -0.91134 0.30270 -0.05 0.03 -0.02 0.044
H -3.93704 0.72996 0.39251 -0.03 -0.14 -0.08 0.066
H -0.81514 2.48043 -0.01311 -0.08 0.17 -0.39 0.086
Br -2.26558 1.58903 -2.66399 -0.46 0.50 -0.22 -0.205


6.
21
Properties=species:S:1:pos:R:3:forces:R:3:lowdin_charge:R:1 method="wB97M-V/def2-TZVPD" de_lowest_ev=0.000 e_tot_ev=-53160.613 e_homo_ev="0.2 / -0.6" charge=-1 e_lumo_ev="2.6 / 2.6"
C -1.56887 -0.89907 -1.92804 -0.91 -0.78 -1.41 -0.259
Pb -1.31800 -0.75652 0.48933 -0.89 0.42 4.77 0.721
N -0.21187 0.28675 2.70536 0.41 0.14 0.74 -0.069
N -1.61135 1.79363 0.37119 -0.18 0.15 -0.30 -0.093
H 0.66339 0.65348 2.31778 -0.33 -0.01 0.15 0.007
H -2.20759 -1.37668 -1.03164 -0.21 0.17 -3.09 -0.153
H -1.35524 -1.78286 -2.54056 -0.20 0.24 -0.11 0.041
H -0.60410 -0.39664 -1.77820 -0.26 -0.03 -0.01 -0.024
H -2.24889 -0.20374 -2.43205 0.18 -0.36 0.01 0.030
H -0.66553 2.11449 0.59218 -0.10 0.06 0.01 -0.021
H -2.28601 2.24855 0.98843 0.08 -0.08 -0.07 -0.040
H -1.81558 2.08624 -0.58972 -0.02 0.08 0.19 -0.003
H -0.71625 1.05595 3.15564 0.22 -0.27 -0.21 -0.009
H 0.03266 -0.39036 3.43592 -0.13 0.26 -0.29 0.020
Cl 3.84863 -1.97417 -0.23341 0.01 0.15 -0.16 0.581
C 2.83648 -0.63237 -0.77795 -0.73 0.04 0.41 -1.497
Cl 3.63956 0.92511 -0.45533 -0.05 -0.36 -0.16 0.553
Cl 2.43482 -0.79576 -2.51904 0.31 0.02 -0.01 0.561
C 1.43059 -0.65654 -0.06768 -1.85 0.38 0.68 -0.860
O 0.97844 -1.72857 0.43209 2.10 1.07 -0.86 -0.196
O 0.74470 0.42907 -0.13432 2.55 -1.27 -0.27 -0.288